(1)
# C34H43BrClN5NaO9PS

A molecular structure, C34H43BrClN5NaO9PS at a distorted geometry (ωB97M-V with the def2-TZVPD basis set, the Open Molecules 2025 dataset).

```
96
Properties=species:S:1:pos:R:3:lowdin_charge:R:1
Na 1.128 -0.230 1.036 0.350
O 1.579 -6.206 4.641 0.066
C 1.895 -5.152 3.830 -0.475
O 3.040 -4.824 3.730 0.133
C 0.788 -4.497 3.100 -0.071
C -0.525 -4.874 2.921 -0.560
Cl -1.403 -6.140 3.703 0.764
N -1.117 -3.991 2.095 -0.055
N -0.232 -3.036 1.710 0.203
C 0.897 -3.314 2.315 -0.109
C 1.961 -2.220 2.289 -0.649
O 2.105 -1.669 3.387 0.033
O 2.459 -1.918 1.163 -0.072
C -2.448 -3.900 1.568 -0.191
C -3.156 -5.037 1.200 -0.068
C -4.415 -4.897 0.629 -0.108
C -4.947 -3.632 0.418 -0.103
C -4.215 -2.509 0.792 -0.076
C -2.959 -2.619 1.374 0.003
H 0.624 -6.350 4.639 0.005
H -2.734 -6.025 1.314 0.078
H -4.963 -5.783 0.328 0.092
H -5.920 -3.524 -0.049 0.091
H -4.618 -1.515 0.628 0.089
H -2.389 -1.697 1.672 0.078
N -4.534 -3.033 -4.695 0.061
C -3.800 -3.890 -3.962 -0.825
S -3.974 -5.519 -4.163 0.614
C -2.867 -3.238 -2.982 -0.244
C -1.891 -3.972 -2.331 -0.035
C -1.035 -3.319 -1.451 -0.118
N -1.110 -2.018 -1.192 0.117
C -2.056 -1.317 -1.801 -0.118
C -2.949 -1.879 -2.703 -0.023
H -5.045 -3.449 -5.455 0.080
H -4.207 -2.090 -4.822 0.089
H -1.807 -5.036 -2.512 0.082
H -0.258 -3.863 -0.921 0.110
H -2.115 -0.264 -1.534 0.097
H -3.723 -1.251 -3.124 0.100
C -3.772 0.781 2.573 -0.073
C -2.363 1.021 1.975 -0.793
C -1.661 2.089 2.852 -0.064
C -2.561 1.625 0.560 -0.060
O -1.637 -0.136 1.928 -0.265
H -4.366 1.705 2.659 0.060
H -3.662 0.333 3.568 0.072
H -4.322 0.073 1.940 0.039
H -2.266 3.001 2.999 0.061
H -0.713 2.363 2.374 0.052
H -1.444 1.640 3.827 0.070
H -3.184 2.535 0.566 0.065
H -3.055 0.870 -0.071 0.046
H -1.582 1.860 0.128 0.060
Br 4.540 0.464 -5.255 0.675
C 3.249 0.098 -3.901 -0.687
C 3.554 -0.785 -2.887 -0.106
C 2.575 -1.015 -1.928 -0.113
N 1.376 -0.429 -1.953 0.096
C 1.125 0.436 -2.932 -0.142
C 2.024 0.733 -3.946 -0.134
H 4.521 -1.263 -2.822 0.099
H 2.768 -1.679 -1.085 0.099
H 0.161 0.941 -2.894 0.113
H 1.783 1.444 -4.724 0.089
C 4.835 3.321 1.301 -0.039
C 3.431 3.449 1.889 -0.636
C 3.324 4.697 2.749 -0.044
C 3.080 2.207 2.710 -0.024
O 2.493 3.676 0.823 -0.182
P 1.894 2.489 -0.119 0.280
O 3.023 1.836 -0.829 -0.267
O 0.897 1.682 0.643 -0.313
O 1.029 3.439 -1.104 -0.160
C 1.511 4.492 -1.947 -0.637
C 1.324 5.805 -1.191 -0.035
C 0.614 4.458 -3.174 -0.037
C 2.973 4.324 -2.364 -0.037
H 5.558 3.100 2.094 0.081
H 5.124 4.254 0.805 0.077
H 4.853 2.519 0.561 0.073
H 4.001 4.630 3.605 0.079
H 2.299 4.806 3.113 0.089
H 3.580 5.583 2.160 0.077
H 3.681 2.199 3.623 0.087
H 3.297 1.284 2.165 0.088
H 2.021 2.199 2.975 0.090
H 0.281 5.905 -0.880 0.087
H 1.593 6.655 -1.826 0.077
H 1.949 5.806 -0.297 0.072
H -0.432 4.535 -2.868 0.087
H 0.749 3.512 -3.709 0.066
H 0.854 5.285 -3.851 0.080
H 3.624 4.284 -1.489 0.071
H 3.264 5.172 -2.992 0.082
H 3.121 3.392 -2.915 0.075
```

As for the energy above the lowest of the compared OMol25 structures with the same formula, charge and spin: 52.6 kcal/mol. As for the charge: -2. Its electronic energy is -168946.7052 eV. The value obtained for the HOMO-LUMO gap is 4.95 eV. As for the multiplicity: 1.

---

(2)
# C11H27NO5

5 unconnected molecules or ions with the total composition C11H27NO5 at a distorted geometry (ωB97M-V with the def2-TZVPD basis set, the Open Molecules 2025 dataset).

```
44
Properties=species:S:1:pos:R:3:lowdin_charge:R:1
C 1.925 2.762 -0.440 -0.125
C 2.405 1.627 -1.273 -0.266
C 2.020 1.758 -2.748 -0.178
C 0.556 1.665 -3.051 -0.216
N -0.567 1.434 -3.304 0.139
H 2.528 3.663 -0.722 0.089
H 2.085 2.641 0.633 0.073
H 0.910 3.127 -0.638 0.075
H 1.996 0.721 -0.843 0.080
H 3.495 1.561 -1.193 0.121
H 2.458 0.953 -3.369 0.118
H 2.322 2.724 -3.205 0.124
O -0.789 -4.011 -2.913 0.089
C -0.591 -2.818 -2.779 -0.544
O -1.266 -2.028 -1.937 -0.050
C -2.468 -2.608 -1.349 -0.181
C -2.153 -3.566 -0.170 -0.054
C 0.428 -1.992 -3.520 0.012
H -3.038 -3.151 -2.082 0.113
H -2.944 -1.681 -0.999 0.124
H -1.696 -3.051 0.665 0.059
H -1.609 -4.441 -0.542 0.077
H -3.165 -3.842 0.113 0.073
H -0.079 -1.125 -3.983 0.074
H 0.915 -2.632 -4.278 0.093
H 1.195 -1.586 -2.836 0.083
C -0.063 -0.258 0.473 -0.122
O 0.961 0.271 1.344 -0.149
H 0.428 -1.017 -0.122 0.078
H -0.890 -0.601 1.093 0.072
H -0.540 0.481 -0.139 0.064
H 0.642 1.074 1.741 0.028
C -1.085 3.166 3.143 -0.080
O -0.881 2.331 1.942 -0.169
H -0.984 2.417 3.959 0.085
H -0.363 3.985 3.259 0.081
H -2.082 3.537 3.105 0.063
H -1.294 2.728 1.143 0.098
C -0.047 -0.764 4.497 -0.189
O 1.302 -0.661 4.134 -0.117
H -0.696 -0.496 3.669 0.062
H -0.317 -1.685 5.050 0.078
H -0.268 -0.002 5.299 0.079
H 1.302 -0.612 3.172 0.036
```

Its electronic energy is -23570.8094 eV. The value obtained for the HOMO-LUMO gap is 10.27 eV. As for the multiplicity: 1. Its SMILES is CCOC(C)=O.CCCC#N.CO.CO.CO.

---

(3)
# C10H12NO4

2 unconnected molecules or ions with the total composition C10H12NO4 at a distorted geometry (ωB97M-V with the def2-TZVPD basis set, the Open Molecules 2025 dataset).

```
27
Properties=species:S:1:pos:R:3:lowdin_charge:R:1
C 0.665 2.463 1.956 -0.158
C 1.545 2.275 0.901 -0.080
C -0.355 1.619 2.199 -0.083
C 1.429 1.112 0.151 -0.039
C -0.592 0.538 1.294 0.003
C 0.393 0.264 0.359 -0.228
C 1.157 -1.097 -1.800 -0.695
C -2.361 0.413 -1.513 -0.196
C -1.149 -1.484 -0.920 -0.149
C 0.155 -0.870 -0.564 -0.077
N 1.226 -2.304 0.805 -0.078
O 0.730 -0.490 -2.810 -0.024
O 2.117 -1.787 -1.506 -0.011
O -2.247 -0.599 -0.633 -0.227
O 0.837 -3.262 1.629 -0.224
H 0.739 3.369 2.522 0.084
H 2.285 3.144 0.626 0.132
H -0.988 1.736 3.065 0.093
H 2.082 0.799 -0.578 0.090
H -1.521 0.067 1.285 0.091
H -2.467 0.167 -2.690 0.121
H -1.438 1.030 -1.568 0.088
H -3.318 1.002 -1.300 0.097
H -1.387 -2.349 -0.193 0.157
H -0.979 -1.612 -2.020 0.129
H 1.767 -1.628 1.394 0.128
H 1.674 -2.515 -0.093 0.057
```

As for the energy above the lowest of the compared OMol25 structures with the same formula, charge and spin: 80.5 kcal/mol. As for the charge: -1. Its electronic energy is -20241.1521 eV. The value obtained for the HOMO-LUMO gap (alpha / beta) is 7.91 / 6.70 eV. As for the multiplicity: 1.

---

(4)
# C3H8N6

A single C3H8N6 molecule at a distorted geometry (ωB97M-V with the def2-TZVPD basis set, the Open Molecules 2025 dataset).

```
17
Properties=species:S:1:pos:R:3:lowdin_charge:R:1
C -0.817 -0.815 -0.991 -0.339
C -1.198 -1.322 0.435 -0.142
C 1.050 0.916 0.627 -0.492
H -1.909 -2.066 -2.625 0.139
H -2.228 -1.438 0.558 0.097
H -0.775 -2.208 0.831 0.111
H -1.589 0.523 1.281 0.108
H 0.728 0.308 2.474 0.092
H 2.610 1.250 1.902 0.060
H 1.105 1.766 -1.107 0.124
H 0.134 0.289 -2.519 0.209
N -1.106 -1.302 -2.188 0.016
N -1.039 -0.308 1.437 -0.051
N 0.379 0.116 1.582 0.032
N 2.213 1.483 0.930 0.073
N 0.355 1.273 -0.558 0.006
N 0.300 0.010 -1.378 -0.044
```

As for the energy above the lowest of the compared OMol25 structures with the same formula, charge and spin: 83.7 kcal/mol. Its electronic energy is -12176.0987 eV. The value obtained for the HOMO-LUMO gap is 9.48 eV. As for the multiplicity: 1. Its SMILES is [H]/N=C1\CNN/C(=N\[H])NN1.

---

multiplicity of number 1 (C34H43BrClN5NaO9PS)?
1

---

Repeat the second record exactly.
# C11H27NO5

5 unconnected molecules or ions with the total composition C11H27NO5 at a distorted geometry (ωB97M-V with the def2-TZVPD basis set, the Open Molecules 2025 dataset).

```
44
Properties=species:S:1:pos:R:3:lowdin_charge:R:1
C 1.925 2.762 -0.440 -0.125
C 2.405 1.627 -1.273 -0.266
C 2.020 1.758 -2.748 -0.178
C 0.556 1.665 -3.051 -0.216
N -0.567 1.434 -3.304 0.139
H 2.528 3.663 -0.722 0.089
H 2.085 2.641 0.633 0.073
H 0.910 3.127 -0.638 0.075
H 1.996 0.721 -0.843 0.080
H 3.495 1.561 -1.193 0.121
H 2.458 0.953 -3.369 0.118
H 2.322 2.724 -3.205 0.124
O -0.789 -4.011 -2.913 0.089
C -0.591 -2.818 -2.779 -0.544
O -1.266 -2.028 -1.937 -0.050
C -2.468 -2.608 -1.349 -0.181
C -2.153 -3.566 -0.170 -0.054
C 0.428 -1.992 -3.520 0.012
H -3.038 -3.151 -2.082 0.113
H -2.944 -1.681 -0.999 0.124
H -1.696 -3.051 0.665 0.059
H -1.609 -4.441 -0.542 0.077
H -3.165 -3.842 0.113 0.073
H -0.079 -1.125 -3.983 0.074
H 0.915 -2.632 -4.278 0.093
H 1.195 -1.586 -2.836 0.083
C -0.063 -0.258 0.473 -0.122
O 0.961 0.271 1.344 -0.149
H 0.428 -1.017 -0.122 0.078
H -0.890 -0.601 1.093 0.072
H -0.540 0.481 -0.139 0.064
H 0.642 1.074 1.741 0.028
C -1.085 3.166 3.143 -0.080
O -0.881 2.331 1.942 -0.169
H -0.984 2.417 3.959 0.085
H -0.363 3.985 3.259 0.081
H -2.082 3.537 3.105 0.063
H -1.294 2.728 1.143 0.098
C -0.047 -0.764 4.497 -0.189
O 1.302 -0.661 4.134 -0.117
H -0.696 -0.496 3.669 0.062
H -0.317 -1.685 5.050 0.078
H -0.268 -0.002 5.299 0.079
H 1.302 -0.612 3.172 0.036
```

Its electronic energy is -23570.8094 eV. The value obtained for the HOMO-LUMO gap is 10.27 eV. As for the multiplicity: 1. Its SMILES is CCOC(C)=O.CCCC#N.CO.CO.CO.